Formula: C33H21Cl4N12O3SW
Source: OMol25
Level of theory: the ωB97M-V functional and the def2-TZVPD basis

```
75
Properties=species:S:1:pos:R:3:forces:R:3:lowdin_charge:R:1
W -0.920 0.412 -0.174 -0.75 0.30 1.74 1.855
C 1.301 2.860 3.075 0.08 -0.06 0.00 -0.048
C 0.252 2.334 2.334 -0.08 -0.01 0.01 -0.103
N 0.401 1.214 1.625 0.20 -0.07 -0.16 0.004
C 1.586 0.580 1.728 -0.04 0.05 0.02 -0.176
C 2.638 1.156 2.431 0.00 -0.01 0.02 -0.008
N 2.502 2.300 3.082 -0.01 0.02 0.04 0.152
C 1.616 -0.763 1.143 -0.04 -0.04 0.00 -0.196
C 2.689 -1.615 1.194 0.05 0.01 -0.03 0.089
C 2.589 -2.918 0.679 -0.01 0.06 0.01 -0.068
C 1.321 -3.307 0.223 -0.03 -0.03 0.02 0.100
C 0.283 -2.407 0.209 -0.01 -0.01 0.01 -0.159
N 0.433 -1.126 0.603 0.07 0.04 -0.25 0.002
C -1.109 -2.734 -0.113 0.00 -0.01 0.00 -0.162
C -1.585 -3.980 -0.493 -0.03 -0.02 0.02 0.000
N -2.879 -4.201 -0.690 -0.01 0.01 0.01 0.158
C -3.713 -3.196 -0.476 0.05 -0.07 0.00 -0.032
C -3.254 -1.932 -0.117 -0.03 0.06 0.11 -0.063
N -1.952 -1.704 0.049 0.00 0.13 -0.19 0.014
C 3.731 -3.837 0.663 0.03 -0.03 0.02 -0.169
C 3.763 -4.923 -0.212 -0.02 0.01 -0.07 0.008
C 4.864 -5.767 -0.193 0.00 0.05 0.05 -0.090
N 5.891 -5.596 0.632 0.07 -0.05 -0.01 0.110
C 5.867 -4.564 1.467 -0.06 0.00 -0.04 -0.089
C 4.819 -3.657 1.518 0.02 0.01 0.05 0.010
H 1.170 3.760 3.663 -0.03 0.01 -0.01 0.132
H -0.713 2.814 2.305 0.00 0.02 -0.02 0.057
H 3.611 0.684 2.475 -0.01 -0.01 -0.01 0.137
H 3.621 -1.269 1.614 0.03 -0.04 0.00 0.122
H 1.144 -4.328 -0.081 0.02 -0.02 0.00 0.127
H -0.920 -4.821 -0.646 0.02 0.01 -0.01 0.139
H -4.771 -3.387 -0.606 -0.01 0.03 0.02 0.140
H -3.938 -1.109 0.043 -0.01 0.00 -0.05 0.118
H 2.980 -5.105 -0.935 -0.03 0.01 0.01 0.115
H 4.922 -6.612 -0.866 -0.01 0.00 -0.01 0.126
H 6.719 -4.457 2.127 0.00 0.00 0.01 0.126
H 4.861 -2.859 2.247 -0.03 0.01 0.01 0.113
Cl -3.235 -2.391 -5.876 0.00 0.00 0.00 0.812
C -3.089 -1.485 -4.451 0.05 0.01 0.03 -0.665
C -4.226 -0.799 -3.935 0.00 0.05 0.06 -0.671
Cl -5.713 -0.901 -4.746 0.00 0.00 0.00 0.802
C -4.135 -0.056 -2.764 -0.15 0.02 -0.05 -0.619
Cl -5.469 0.739 -2.053 0.03 -0.01 0.00 0.800
C -2.895 -0.001 -2.140 0.11 -0.17 0.02 -0.336
O -2.593 0.671 -1.021 -0.30 0.05 -0.41 -0.331
C -1.780 -0.669 -2.644 -0.11 -0.09 0.13 -0.311
O -0.704 -0.492 -1.873 0.05 0.15 -0.09 -0.183
C -1.858 -1.430 -3.800 0.08 -0.06 -0.11 -0.612
Cl -0.471 -2.259 -4.353 -0.01 0.02 0.02 0.794
O 0.362 1.680 -1.014 0.09 -0.17 -0.05 -0.365
N 1.368 0.791 -1.177 0.41 0.18 -0.18 -0.005
C 2.369 1.204 -1.854 0.14 -0.09 -0.12 -0.220
C 2.405 2.530 -2.409 0.10 0.07 0.01 -0.085
N 2.370 3.620 -2.766 0.00 -0.10 -0.07 0.253
C 3.477 0.300 -1.981 0.05 0.07 0.03 -0.117
N 4.366 -0.425 -2.002 -0.05 -0.05 -0.01 0.240
C -1.649 5.723 1.715 0.02 0.01 0.05 0.012
N -0.815 5.411 0.554 0.04 0.03 -0.04 -0.097
C 0.069 6.305 -0.019 -0.05 0.01 0.08 0.009
C 0.620 5.700 -1.093 -0.01 -0.06 -0.03 -0.011
N 0.048 4.453 -1.168 -0.14 0.14 -0.02 0.095
C -0.822 4.275 -0.167 0.19 -0.08 0.15 -0.628
S -1.894 2.942 0.125 -0.16 -0.37 -0.27 0.837
H -2.024 6.738 1.612 -0.01 0.00 -0.01 0.115
H -1.062 5.651 2.629 0.02 0.01 -0.01 0.102
H -2.488 5.038 1.754 -0.01 0.00 -0.01 0.070
H 0.216 7.294 0.382 -0.01 0.00 0.00 0.150
H 1.353 6.041 -1.803 -0.01 -0.03 -0.01 0.133
H 0.236 3.771 -1.887 0.00 0.03 0.05 0.114
C -4.031 0.736 3.466 -0.13 0.06 0.10 0.025
C -3.034 0.588 2.429 0.16 -0.20 0.02 -0.112
N -2.239 0.445 1.617 0.17 0.21 -0.49 0.059
H -3.581 1.182 4.353 0.03 0.00 -0.02 0.117
H -4.442 -0.239 3.729 0.03 -0.02 -0.04 0.118
H -4.834 1.381 3.104 0.01 0.00 -0.01 0.118
```
Positions in Å, forces in eV/Å.

Kohn-Sham gap (spin up / spin down), eV: 5.03 / 5.05
DFT total energy, Eh: -4458.04639
Energy above the lowest of the compared OMol25 structures with the same formula, charge and spin, kcal per mole: 3.94
F_max, eV/A: 1.92
E_HOMO (spin up / spin down), Eh: -0.588 / -0.588
Total charge: +3